Record 1
C6H5NO3Pd | the ωB97M-V functional and the def2-TZVPD basis

Calculated values
net charge = +2
HOMO (spin up / spin down) = -18.61 / -18.59 eV
frontier orbital gap (spin up / spin down) = 8.373 / 4.425 eV
spin multiplicity = 3
lowest unoccupied orbital energy (spin up / spin down) = -10.23 / -14.16 eV

Atoms and positions in Å:
O1 -4.5254 2.3686 -1.3324
C1 -3.5053 2.5724 -0.8687
Pd1 0.0924 2.4019 0.0001
C2 -0.1873 3.1529 1.6382
C3 0.7194 3.2562 -1.4837
O2 -0.3018 3.6384 2.7047
O3 1.2146 3.7287 -2.4381
C4 0.4801 -3.2418 0.6269
C5 1.1546 -2.1872 -0.2474
C6 0.6976 -0.8256 -0.1457
N1 0.4221 0.3448 -0.1045
H1 0.4375 -2.8874 1.8290
H2 0.8391 -4.2261 0.6309
H3 -0.7538 -3.3356 0.3780
H4 2.1742 -2.2174 0.0515
H5 1.0420 -2.5429 -1.2388

Record 2
C4H8CrO3 | the ωB97M-V functional and the def2-TZVPD basis

Calculated values
net charge = +1
energy above the lowest of the compared OMol25 structures with the same formula, charge and spin = 39.70 kcal per mole
HOMO (spin up / spin down) = -12.36 / -14.81 eV
frontier orbital gap (spin up / spin down) = 6.498 / 8.928 eV
spin multiplicity = 6
lowest unoccupied orbital energy (spin up / spin down) = -5.86 / -5.89 eV

Atoms and positions in Å:
O1 0.1635 -1.0400 -0.6612
O2 0.6012 -3.2534 -0.3598
C1 1.0070 -2.1192 -0.2377
O3 0.8619 -1.4954 1.5498
C2 1.2119 -2.3938 2.5726
C3 0.1792 -0.6494 -2.0534
C4 -0.4490 0.7174 -2.1652
H1 0.4807 -3.2091 2.6727
H2 2.1809 -2.8484 2.3115
H3 1.3366 -1.8612 3.5250
H4 1.2228 -0.6516 -2.3941
H5 -0.3942 -1.4153 -2.5895
H6 0.0839 1.4556 -1.5472
H7 -0.4012 1.0429 -3.2121
H8 -1.5041 0.7015 -1.8568
Cr1 -0.3361 -0.1828 1.0193

Record 3
C8H10F6N2O2SSbSe3SnTe | the ωB97M-V functional and the def2-TZVPD basis

Calculated values
net charge = -2
energy above the lowest of the compared OMol25 structures with the same formula, charge and spin = 23.57 kcal per mole
HOMO (spin up / spin down) = -1.72 / -1.73 eV
frontier orbital gap (spin up / spin down) = 6.120 / 5.173 eV
spin multiplicity = 2
lowest unoccupied orbital energy (spin up / spin down) = 4.40 / 3.44 eV

Atoms and positions in Å:
Sn1 -0.3174 -0.8069 -0.0131
S1 -0.7328 -0.5601 2.5686
C1 -0.3672 1.1554 2.6020
C2 -1.3962 2.0831 2.8091
C3 -1.1041 3.4266 2.7790
C4 0.2051 3.8369 2.5481
C5 1.1678 2.8682 2.3694
N1 0.8964 1.5629 2.4150
H1 -2.4037 1.7157 2.9382
H2 -1.8906 4.1598 2.9115
H3 0.4715 4.8817 2.4660
H4 2.2029 3.1118 2.1567
N2 1.2158 -0.2251 -2.1226
C6 1.2298 1.1995 -2.4751
C7 -0.1882 1.7708 -2.4903
C8 -0.6677 2.1886 -1.1027
O1 -1.1653 3.2909 -0.9298
O2 -0.4962 1.3249 -0.1469
H5 2.1655 -0.5771 -2.0412
H6 0.7508 -0.7620 -2.8491
H7 1.7067 1.3648 -3.4507
H8 1.8312 1.7191 -1.7287
H9 -0.8882 1.0113 -2.8542
H10 -0.2444 2.6410 -3.1421
Se1 2.5756 -3.9232 -0.0902
Se2 3.8780 -2.2367 0.6446
Te1 2.2855 -0.2523 1.3428
Se3 3.8065 1.4116 0.3929
F1 -3.0722 -2.0408 0.0536
Sb1 -3.4237 -1.8851 -1.7980
F2 -2.8118 -0.0941 -1.7839
F3 -3.7894 -1.7182 -3.6513
F4 -5.1719 -1.3047 -1.3640
F5 -3.9906 -3.6904 -1.7986
F6 -1.6840 -2.4522 -2.3012

Results for largest force on an atom: 11.90, 3.99, 1.16 (in eV/Å, following the order of the records).